Record 1
Here is a structure of composition C41H48BrClN5O4S2W at a distorted geometry from the Open Molecules 2025 dataset. Energies are from ωB97M-V/def2-TZVPD.

Structure (ORCA input):
```
! wB97M-V def2-TZVPD RIJCOSX def2/J DEFGRID3
* xyz 1 3
W -1.324 0.427 -0.677
S -5.462 1.741 0.960
C -4.575 3.217 1.106
C -4.998 4.379 1.741
C -4.192 5.493 1.659
C -3.006 5.443 0.922
C -2.589 4.284 0.302
C -3.357 3.122 0.421
N -3.130 1.852 -0.149
C -4.181 1.086 0.026
C -4.248 -0.243 -0.563
C -5.447 -0.942 -0.692
C -5.460 -2.163 -1.338
C -4.268 -2.676 -1.846
C -3.082 -1.976 -1.694
C -3.036 -0.736 -1.051
H -5.942 4.408 2.269
H -4.492 6.413 2.142
H -2.401 6.335 0.826
H -1.694 4.294 -0.289
H -6.367 -0.520 -0.304
H -6.384 -2.713 -1.447
H -4.265 -3.639 -2.342
H -2.160 -2.428 -2.043
C 4.738 -3.308 2.594
C 4.742 -3.217 1.061
C 5.911 -2.326 0.638
C 4.949 -4.619 0.469
C 3.407 -2.668 0.568
C 3.306 -1.605 -0.316
C 2.055 -1.191 -0.718
Br 2.015 0.325 -1.876
C 0.846 -1.751 -0.294
O -0.324 -1.254 -0.790
C 0.936 -2.848 0.591
C 2.216 -3.253 0.973
C -0.209 -3.734 1.133
C -1.613 -3.168 0.966
C -0.153 -5.069 0.373
C -0.020 -4.009 2.637
H 5.713 -3.648 2.947
H 3.992 -4.012 2.963
H 4.535 -2.331 3.039
H 6.838 -2.722 1.055
H 5.788 -1.304 1.002
H 6.028 -2.297 -0.447
H 5.893 -5.042 0.819
H 4.972 -4.579 -0.621
H 4.144 -5.293 0.767
H 4.175 -1.084 -0.688
H 2.287 -4.107 1.629
H -1.870 -3.071 -0.080
H -1.744 -2.200 1.446
H -2.323 -3.865 1.418
H -0.312 -4.910 -0.697
H -0.932 -5.741 0.741
H 0.812 -5.562 0.500
H 0.050 -3.077 3.199
H 0.862 -4.609 2.856
H -0.883 -4.566 3.006
Cl 0.877 -2.102 7.149
C 0.556 -1.390 5.607
C -0.757 -1.161 5.223
C -1.010 -0.610 3.979
C 0.045 -0.281 3.135
C 1.358 -0.506 3.536
C 1.619 -1.066 4.773
C -0.197 0.241 1.775
O 0.700 0.631 1.033
O -1.431 0.225 1.320
H -1.566 -1.423 5.891
H -2.027 -0.439 3.652
H 2.163 -0.257 2.857
H 2.633 -1.258 5.096
C 0.072 -0.102 -5.057
S -1.082 -0.648 -3.817
C -2.578 -0.505 -4.779
O -1.163 0.544 -2.854
H -0.223 0.888 -5.405
H 0.042 -0.826 -5.871
H 1.060 -0.091 -4.604
H -2.544 -1.239 -5.584
H -2.642 0.509 -5.170
H -3.409 -0.720 -4.111
C 1.440 6.650 -1.166
C 2.015 5.913 -2.372
C 1.056 5.959 -3.558
C 2.422 4.480 -2.022
N 1.305 3.683 -1.520
C 0.366 3.004 -2.179
N -0.459 2.517 -1.288
N -0.001 2.886 -0.075
N 1.054 3.578 -0.188
H 1.281 7.700 -1.407
H 2.104 6.593 -0.302
H 0.475 6.228 -0.874
H 2.949 6.400 -2.668
H 0.088 5.519 -3.302
H 1.461 5.435 -4.427
H 0.868 6.991 -3.851
H 3.173 4.469 -1.234
H 2.825 3.966 -2.894
H 0.312 2.874 -3.245
*
```

Properties
Gap between HOMO and LUMO (alpha / beta): 7.407 / 7.561 eV
Lowest unoccupied orbital energy (alpha / beta): -0.0919 / -0.1026 Eh
Expectation value of S²: 2.01
Electronic energy: -164994.150 eV

=====

Record 2
Here is a cluster of 8 separate species, C41H48F10N2O23S2 in total at a distorted geometry from the Open Molecules 2025 dataset. Energies are from ωB97M-V/def2-TZVPD.

Structure (ORCA input):
```
! wB97M-V def2-TZVPD RIJCOSX def2/J DEFGRID3
* xyz 0 1
C 0.916 1.826 3.810
C 0.197 0.458 3.898
S -1.569 0.594 3.490
C -1.746 -0.253 1.884
C -1.593 0.719 0.718
N -0.852 1.775 0.910
C -0.746 2.603 -0.169
C 0.025 3.775 -0.046
C 0.176 4.629 -1.102
O 0.954 5.768 -0.976
C -0.427 4.377 -2.360
C -0.205 5.337 -3.493
C -1.330 6.368 -3.764
C -2.306 6.610 -2.647
F -3.157 5.597 -2.447
F -3.091 7.671 -2.993
F -1.727 6.947 -1.498
C -1.184 3.228 -2.497
C -1.864 2.891 -3.803
C -1.017 2.020 -4.785
C 0.220 1.402 -4.170
O -0.631 2.842 -5.908
C -1.350 2.335 -1.400
N -2.111 1.216 -1.562
C -2.245 0.431 -0.524
C -3.100 -0.790 -0.761
C -4.431 -0.464 -1.453
C -5.119 0.790 -0.944
S -5.779 0.493 0.731
H 1.565 1.829 2.937
H 1.451 2.063 4.724
H 0.173 2.596 3.628
H 0.219 0.143 4.938
H 0.693 -0.309 3.314
H -0.967 -1.010 1.817
H -2.737 -0.677 1.929
H 0.518 3.981 0.893
H 1.838 5.479 -0.724
H -0.082 4.782 -4.415
H 0.736 5.854 -3.339
H -1.885 6.146 -4.670
H -0.853 7.327 -3.948
H -2.139 3.787 -4.344
H -2.758 2.324 -3.568
H -1.650 1.245 -5.208
H 0.701 0.770 -4.915
H -0.039 0.768 -3.327
H 0.949 2.160 -3.882
H 0.299 3.059 -5.796
H -2.522 -1.386 -1.465
H -3.221 -1.408 0.120
H -4.222 -0.297 -2.506
H -5.141 -1.286 -1.375
H -4.495 1.675 -0.965
H -5.967 0.998 -1.593
H -6.308 1.693 1.000
O 2.685 -0.338 1.780
C 2.841 -1.248 2.519
O 4.000 -1.538 3.161
C 3.743 -2.614 4.073
C 2.527 -3.258 3.456
F 1.709 -3.787 4.398
O 1.875 -2.157 2.844
H 3.533 -2.210 5.065
H 4.591 -3.290 4.135
H 2.748 -4.016 2.702
O 4.447 -6.890 4.268
C 4.155 -6.717 5.405
O 4.305 -7.630 6.387
C 3.973 -6.993 7.627
C 3.086 -5.861 7.169
F 3.208 -4.770 7.962
O 3.615 -5.565 5.887
H 4.884 -6.632 8.106
H 3.469 -7.686 8.296
H 2.030 -6.119 7.073
O 3.804 4.263 -3.422
C 4.166 5.353 -3.138
O 4.299 6.375 -4.017
C 4.615 7.555 -3.272
C 5.207 6.978 -2.008
F 4.947 7.755 -0.930
O 4.508 5.750 -1.874
H 3.702 8.117 -3.069
H 5.310 8.185 -3.821
H 6.278 6.779 -2.058
O 1.316 -4.996 0.425
C 0.140 -4.856 0.421
O -0.670 -5.105 1.476
C -1.988 -4.649 1.129
C -1.940 -4.684 -0.376
F -2.718 -3.703 -0.900
O -0.581 -4.405 -0.649
H -2.134 -3.646 1.509
H -2.751 -5.301 1.545
H -2.213 -5.643 -0.819
O 8.676 -7.292 6.442
C 8.284 -8.013 5.588
O 8.853 -8.144 4.366
C 8.178 -9.203 3.677
C 6.847 -9.233 4.388
F 6.334 -10.489 4.437
O 7.191 -8.821 5.701
H 8.729 -10.136 3.807
H 8.091 -8.983 2.616
H 6.102 -8.551 3.979
O -3.697 4.482 -10.830
C -3.529 4.981 -9.772
O -3.903 4.435 -8.587
C -3.402 5.273 -7.542
C -3.242 6.597 -8.249
F -2.204 7.314 -7.747
O -2.938 6.199 -9.571
H -2.447 4.880 -7.185
H -4.103 5.317 -6.712
H -4.137 7.221 -8.255
O -3.696 -2.825 2.736
C -4.864 -3.025 2.679
O -5.437 -4.005 1.937
C -6.842 -4.006 2.227
C -7.056 -2.596 2.728
F -8.027 -2.539 3.669
O -5.805 -2.297 3.327
H -7.054 -4.746 3.000
H -7.422 -4.238 1.338
H -7.266 -1.861 1.948
*
```

Properties
Gap between HOMO and LUMO: 7.917 eV
Structure (SMILES): CCSCc1nc2cc(O)c(CCC(F)(F)F)c(C[C@H](C)O)c2nc1CCCS.O=C1OC[C@@H](F)O1.O=C1OC[C@@H](F)O1.O=C1OC[C@@H](F)O1.O=C1OC[C@@H](F)O1.O=C1OC[C@@H](F)O1.O=C1OC[C@@H](F)O1.O=C1OC[C@@H](F)O1
Lowest unoccupied orbital energy: 0.0038 Eh
Electronic energy: -142215.688 eV